No. 1
Entry from the OMol25 dataset: a 2-piece molecular cluster, C18H18NO3 overall (ωB97M-V/def2-TZVPD).

Results
ΔE to the lowest compared entry with this formula, charge and spin in kcal/mol: 0.0
LUMO in eV: 1.99
F_max in eV/Å: 0.8
Net charge: -1
Calculated total energy in eV: -26590.6554

The geometry in XYZ format:
```
40
Properties=species:S:1:pos:R:3:forces:R:3:mulliken_charge:R:1
C 4.474 0.605 1.691 -0.3 -0.1 0.1 -1.428
C 3.367 0.699 0.671 0.1 0.1 -0.1 0.896
C 2.712 1.910 0.437 -0.1 -0.1 0.0 -0.743
C 1.684 1.992 -0.491 0.0 -0.1 0.1 -0.434
C 1.295 0.856 -1.195 0.0 -0.1 -0.2 0.807
C 0.124 0.905 -2.155 0.1 0.1 0.2 -1.555
C -1.172 1.172 -1.430 -0.1 0.1 -0.1 0.794
C -1.875 2.365 -1.651 0.1 -0.2 0.0 -0.407
C -3.071 2.644 -1.007 -0.1 0.1 0.1 -0.936
C -3.567 1.693 -0.138 0.2 -0.1 0.0 0.412
C -2.862 0.519 0.112 -0.1 0.1 0.0 0.319
C -1.665 0.237 -0.514 0.0 0.1 0.1 -0.117
C -3.647 -0.250 1.127 -0.1 0.0 0.1 -0.121
O -3.275 -1.037 1.941 -0.1 -0.1 -0.4 -0.463
N -5.040 0.271 1.076 0.7 0.4 0.0 -0.443
C -4.816 1.667 0.660 -0.1 -0.1 0.1 0.032
O -5.506 2.582 1.005 -0.1 -0.1 -0.3 -0.526
C 1.963 -0.341 -0.979 -0.1 0.1 0.0 -0.186
C 2.994 -0.424 -0.057 0.2 0.1 0.1 -0.845
H 4.258 1.245 2.549 0.1 0.1 0.0 0.353
H 5.433 0.892 1.257 0.1 0.0 0.1 0.289
H 4.541 -0.417 2.062 0.1 0.0 -0.1 0.354
H 2.998 2.788 1.005 0.0 0.0 0.0 0.351
H 1.162 2.932 -0.638 0.0 0.0 0.0 0.379
H 0.284 1.682 -2.905 0.0 0.0 0.0 0.451
H 0.058 -0.051 -2.675 0.0 0.0 0.0 0.365
H -1.470 3.091 -2.346 0.0 0.0 0.0 0.366
H -3.613 3.562 -1.194 0.0 0.0 0.0 0.429
H -1.130 -0.681 -0.298 0.1 0.0 0.0 0.643
H -5.411 -0.166 0.229 -0.4 -0.2 0.3 0.327
H 1.656 -1.237 -1.505 0.1 -0.1 0.1 0.239
H 3.455 -1.389 0.118 -0.2 -0.1 0.1 0.362
C 0.000 -3.496 0.598 -0.1 -0.1 0.0 -0.692
C 1.430 -4.079 0.713 -0.2 -0.1 0.0 -0.624
O 2.396 -3.165 0.540 0.1 0.0 -0.1 -0.759
H -0.143 -3.055 -0.396 0.0 0.0 0.0 0.112
H -0.773 -4.266 0.743 0.0 0.0 0.0 0.384
H -0.153 -2.716 1.350 0.0 0.1 0.0 0.182
H 1.453 -4.935 -0.020 0.1 0.1 0.0 0.228
H 1.453 -4.606 1.708 0.0 0.1 0.0 0.207
```
Positions in Å, forces in eV/Å.

---

No. 2
Entry from the OMol25 dataset: a 2-piece molecular cluster, C4H9NO overall in a non-equilibrium geometry (ωB97M-V/def2-TZVPD).

Results
ΔE to the lowest compared entry with this formula, charge and spin in kcal/mol: 79.3
2S+1: 2
LUMO (spin up / spin down) in eV: -6.32 / -8.92
F_max in eV/Å: 3.9
Net charge: +1
⟨S²⟩: 0.76
Calculated total energy in eV: -7819.8546

The geometry in XYZ format:
```
15
Properties=species:S:1:pos:R:3:forces:R:3:mulliken_charge:R:1
C -0.247 -0.169 1.938 1.1 -1.4 2.6 -0.564
C 1.146 1.802 1.936 0.6 -1.2 1.2 -0.066
N 0.951 0.626 2.387 -1.2 2.2 -2.9 0.074
H -0.056 -0.746 1.032 0.0 0.7 -0.4 0.259
H -0.242 -0.921 2.741 -1.1 0.1 -0.3 0.265
H -1.081 0.560 1.978 0.3 -0.6 -0.3 0.398
H 2.152 2.144 1.745 0.5 0.2 0.0 0.308
H 0.324 2.516 1.819 -0.1 -0.2 0.0 0.312
O -0.896 -1.904 -1.725 -0.4 -0.5 0.2 -0.428
C -1.055 -0.784 -2.095 2.4 2.0 0.3 0.066
C 0.204 0.227 -2.260 -2.3 -0.3 0.9 -0.789
H -2.018 -0.312 -2.347 -0.2 -0.3 -0.1 0.359
H 0.976 0.174 -1.485 0.1 -0.9 -0.5 0.206
H 0.494 0.041 -3.280 0.8 0.1 -0.2 0.292
H -0.141 1.257 -2.154 -0.3 0.0 -0.5 0.308
```
Positions in Å, forces in eV/Å.

---

No. 3
Entry from the OMol25 dataset: one molecule with the formula C24H29N7O4 in a non-equilibrium geometry (ωB97M-V/def2-TZVPD).

Results
SMILES string: CCOC(=O)c1ccc(NC(=O)N[C@@H]2C[C@H]3CC[C@@H](C2)N3Cc2nnnn2Cc2ccco2)cc1
ΔE to the lowest compared entry with this formula, charge and spin in kcal/mol: 4.7
LUMO in eV: 0.39
F_max in eV/Å: 1.6
Calculated total energy in eV: -43979.3490

The geometry in XYZ format:
```
64
Properties=species:S:1:pos:R:3:forces:R:3:mulliken_charge:R:1
C 6.948 -6.465 4.291 -0.1 0.4 -0.2 -1.107
C 7.339 -5.140 3.652 0.4 -0.2 0.4 -0.254
H 7.753 -4.465 4.410 0.0 -0.1 -0.2 0.316
H 8.066 -5.288 2.850 -0.1 0.1 0.1 0.306
O 6.224 -4.509 3.030 -0.2 0.1 -0.2 -0.346
C 5.414 -3.790 3.826 0.1 0.0 0.3 0.670
O 5.607 -3.646 5.012 0.0 -0.1 -0.1 -0.642
C 4.282 -3.194 3.090 -0.2 0.1 -0.1 0.146
C 3.370 -2.408 3.796 0.2 -0.2 -0.1 -0.987
C 2.299 -1.835 3.150 0.0 0.0 -0.1 -0.481
C 2.111 -2.031 1.778 0.3 -0.2 0.0 0.962
C 3.022 -2.816 1.071 -0.1 0.0 -0.2 -0.688
C 4.093 -3.389 1.723 0.1 0.1 0.4 -0.640
H 4.795 -3.996 1.174 0.0 0.0 -0.1 0.428
H 2.877 -2.966 0.015 0.0 0.0 0.0 0.576
N 1.012 -1.429 1.184 -0.2 0.2 0.2 -0.094
C 0.616 -1.463 -0.142 -0.2 0.2 0.3 0.608
O 1.213 -2.033 -1.030 0.3 -0.2 -0.3 -0.684
N -0.547 -0.791 -0.345 -0.2 0.0 0.0 -0.139
H -0.985 -0.274 0.403 0.0 0.0 0.0 0.315
C -1.119 -0.601 -1.662 0.0 0.1 0.0 0.090
C -2.630 -0.855 -1.587 -0.1 0.1 -0.1 -1.526
H -2.816 -1.929 -1.557 0.0 -0.1 0.0 0.411
C -3.369 -0.227 -2.772 -0.2 -0.5 0.2 0.033
N -3.124 1.198 -2.868 -0.2 0.1 -0.2 -0.041
C -3.687 2.112 -1.909 -0.1 -0.1 -0.3 -1.016
C -2.944 2.328 -0.630 0.4 0.6 0.3 0.346
N -2.812 1.490 0.375 -0.6 -0.2 -0.6 -0.157
N -2.017 2.073 1.264 0.2 -0.4 0.7 -0.629
N -1.661 3.222 0.875 0.7 1.2 0.0 -0.439
N -2.219 3.438 -0.320 -0.5 -1.5 0.0 0.998
C -2.044 4.683 -1.021 0.0 0.7 0.0 -0.743
C -3.102 5.671 -0.636 -0.6 -0.5 -0.3 0.211
C -4.464 5.623 -0.698 0.7 -0.1 -0.1 -0.077
C -4.924 6.846 -0.154 0.4 0.4 0.2 -0.736
C -3.809 7.540 0.197 -0.9 0.1 0.0 -0.394
O -2.704 6.836 -0.087 0.6 -0.1 0.0 -0.370
H -3.674 8.507 0.639 0.1 0.1 0.1 0.469
H -5.942 7.157 -0.044 -0.2 0.1 0.1 0.427
H -5.068 4.824 -1.078 -0.1 -0.2 -0.1 0.500
H -2.055 4.484 -2.097 0.1 0.0 0.2 0.250
H -1.071 5.089 -0.732 -0.1 -0.1 -0.1 0.365
H -3.797 3.086 -2.404 -0.1 -0.1 0.1 0.483
H -4.684 1.739 -1.659 0.0 0.2 0.0 0.284
C -1.737 1.280 -3.276 0.5 0.2 -0.1 -0.068
C -0.765 0.804 -2.187 -0.1 0.0 -0.1 -1.321
H 0.252 0.791 -2.584 0.1 0.0 0.0 0.443
H -0.764 1.507 -1.353 0.1 0.0 0.0 0.458
H -1.489 2.305 -3.574 0.0 0.0 0.0 0.491
C -1.724 0.310 -4.469 0.0 0.2 0.0 -0.931
H -0.745 -0.146 -4.599 0.1 0.0 0.0 0.337
H -1.980 0.841 -5.384 0.0 0.0 0.0 0.393
C -2.811 -0.721 -4.116 -0.2 0.0 0.0 -0.975
H -2.412 -1.729 -4.031 0.0 -0.1 0.0 0.375
H -3.595 -0.726 -4.871 0.0 0.0 0.0 0.357
H -4.444 -0.412 -2.677 0.0 0.0 0.0 0.534
H -3.019 -0.419 -0.664 0.0 -0.2 -0.1 0.527
H -0.644 -1.347 -2.306 -0.1 0.1 0.1 0.505
H 0.427 -0.901 1.818 0.1 -0.1 -0.1 0.085
H 1.596 -1.226 3.702 -0.1 0.1 0.1 0.355
H 3.523 -2.262 4.854 0.0 0.0 0.1 0.441
H 7.830 -6.948 4.701 0.1 -0.1 0.1 0.380
H 6.235 -6.291 5.093 0.0 0.0 0.1 0.312
H 6.494 -7.120 3.550 0.0 -0.1 0.0 0.295
```
Positions in Å, forces in eV/Å.

---

No. 4
Entry from the OMol25 dataset: a 2-piece molecular cluster, C8H5F5S2 overall in a non-equilibrium geometry (ωB97M-V/def2-TZVPD).

Results
SMILES string: C1=C[C@H]2S[C@H]2C2=C1S2.FC(F)C(F)(F)F
LUMO in eV: -0.14
F_max in eV/Å: 4.9
Calculated total energy in eV: -43630.4298

The geometry in XYZ format:
```
20
Properties=species:S:1:pos:R:3:forces:R:3:mulliken_charge:R:1
C 2.425 0.755 -0.940 0.8 -0.5 -2.3 -0.422
C 1.637 -0.184 -1.585 1.3 0.9 2.0 -0.553
C 2.511 0.928 0.463 1.3 1.9 1.9 -0.156
C 1.910 -0.091 1.337 -0.2 -0.9 2.1 -0.202
C 1.158 -1.037 0.646 -1.0 -2.0 -4.4 -0.205
C 1.011 -1.074 -0.686 -0.2 0.3 2.3 0.106
C -2.996 -0.613 0.610 -0.3 1.4 -3.7 0.362
C -2.637 0.519 -0.456 -0.3 -1.9 0.2 0.631
F -4.311 -0.808 0.457 -1.5 0.0 0.6 -0.282
F -2.738 -0.157 1.795 0.7 -0.1 1.8 -0.232
F -1.369 0.564 -0.777 1.4 -0.6 -0.3 -0.168
F -2.915 1.706 -0.011 -1.3 1.4 0.4 -0.251
F -3.309 0.209 -1.586 -0.2 0.5 0.2 -0.273
S 0.955 1.431 1.387 0.3 1.2 0.3 -0.150
S 0.492 -2.648 0.024 0.2 0.4 0.3 -0.252
H 3.250 1.240 -1.494 -1.0 0.0 0.0 0.311
H 1.722 -0.269 -2.620 -0.1 -0.4 -1.5 0.547
H 3.409 1.480 0.961 -1.7 -1.1 -1.4 0.386
H 2.386 -0.417 2.235 0.4 0.2 0.6 0.578
H -2.590 -1.533 0.239 1.3 -0.7 0.8 0.224
```
Positions in Å, forces in eV/Å.

---

No. 5
Entry from the OMol25 dataset: C5H5NO as an isolated structure in a non-equilibrium geometry (ωB97M-V/def2-TZVPD).

Results
ΔE to the lowest compared entry with this formula, charge and spin in kcal/mol: 68.8
LUMO in eV: 0.71
F_max in eV/Å: 2.2
Calculated total energy in eV: -8800.4359

The geometry in XYZ format:
```
12
Properties=species:S:1:pos:R:3:forces:R:3:mulliken_charge:R:1
O 0.854 -1.097 -1.910 -1.5 -0.9 -1.2 -0.538
C 0.964 0.932 -0.350 -0.2 1.1 0.6 -0.425
C 0.421 -0.054 0.687 0.3 0.1 0.2 -0.104
C -1.043 0.244 0.875 -0.2 0.1 0.0 -0.563
C -0.650 -0.819 -0.099 0.1 -0.1 0.0 -0.291
C 0.019 -0.418 -1.371 0.4 -0.8 -0.2 0.689
N 0.274 1.002 -1.430 1.2 -0.2 0.2 -0.489
H 1.860 1.525 -0.228 -0.2 0.5 0.6 0.425
H 1.021 -0.552 1.439 0.0 0.2 -0.1 0.415
H -1.381 1.212 0.518 0.0 -0.2 0.0 0.231
H -1.492 -0.101 1.801 0.0 0.0 -0.2 0.276
H -0.847 -1.872 0.066 0.2 0.2 0.1 0.373
```
Positions in Å, forces in eV/Å.